No. 1
C13H25OSc | wB97M-V/def2-TZVPD

The geometry in XYZ format:
```
40
Properties=species:S:1:pos:R:3:lowdin_charge:R:1
C 1.304 2.005 -1.132 -0.10
H 2.251 2.265 -0.633 0.11
H 1.533 1.817 -2.181 0.08
H 1.279 -0.816 1.638 0.05
C 0.212 3.048 -1.045 -0.29
H -0.757 2.571 -1.276 0.11
H 0.082 3.422 -0.016 0.12
C 0.443 4.235 -2.007 -0.05
H -0.429 4.898 -2.054 0.10
H 1.320 4.798 -1.666 0.10
H 0.647 3.900 -3.031 0.09
C -0.827 -1.658 -0.161 -0.20
C -1.493 -0.961 -1.201 -0.16
C -0.546 -0.635 -2.194 -0.18
C 0.724 -1.146 -1.795 -0.25
C 0.544 -1.845 -0.544 -0.35
C 1.532 -2.728 0.137 -0.06
C 1.924 -1.192 -2.657 0.02
C -0.845 0.045 -3.470 0.01
C -2.950 -0.694 -1.253 0.01
C -1.516 -2.324 0.976 0.02
Sc 0.980 0.272 0.210 1.18
H 2.813 -1.523 -2.111 0.10
H 1.785 -1.897 -3.492 0.14
H 2.117 -0.207 -3.097 0.09
H 2.558 -2.387 -0.050 0.09
H 1.404 -2.744 1.229 0.07
H 1.448 -3.778 -0.193 0.12
H -2.351 -1.700 1.333 0.10
H -1.957 -3.304 0.693 0.14
H -0.827 -2.498 1.816 0.10
H -3.138 0.184 -1.870 0.09
H -3.578 -1.501 -1.659 0.13
H -3.320 -0.482 -0.247 0.09
H -0.090 0.809 -3.673 0.09
H -0.877 -0.624 -4.340 0.12
H -1.823 0.531 -3.425 0.09
O -0.253 0.874 1.848 -0.09
H 0.151 0.219 2.473 0.06
H -1.064 1.251 2.229 0.13
```

- calculated total energy (hartree) = -1345.582474
- energy above the lowest of the compared OMol25 structures with the same formula, charge and spin (kJ/mol) = 8.5
- 2S+1 = 1
- net charge = +2
- HOMO energy (alpha / beta) (eV) = -15.842 / -15.800
- HOMO-LUMO gap (alpha / beta) (eV) = 5.7 / 5.7



No. 2
C13H25OTl | wB97M-V/def2-TZVPD

The geometry in XYZ format:
```
40
Properties=species:S:1:pos:R:3:lowdin_charge:R:1
C -2.284 -1.798 -0.573 -0.29
H -3.292 -1.898 -0.993 0.06
H -1.630 -1.205 -1.227 0.00
H -2.946 0.701 2.557 -0.05
C -1.658 -3.156 -0.221 -0.34
H -0.566 -3.062 -0.344 0.10
H -1.856 -3.439 0.829 0.10
C -2.163 -4.306 -1.103 -0.09
H -1.617 -5.230 -0.887 0.09
H -3.225 -4.523 -0.951 0.09
H -2.025 -4.085 -2.167 0.09
C 1.418 1.663 0.840 -0.13
C 1.884 0.491 0.193 -0.12
C 1.125 0.316 -0.995 -0.13
C 0.189 1.379 -1.078 -0.15
C 0.378 2.218 0.054 -0.14
C -0.305 3.500 0.321 0.01
C -0.738 1.620 -2.204 0.01
C 1.332 -0.723 -2.026 0.02
C 3.031 -0.328 0.632 0.02
C 2.001 2.265 2.053 0.01
Tl -2.556 -0.415 1.148 1.24
H -1.471 2.398 -1.955 0.09
H -0.193 1.959 -3.102 0.13
H -1.287 0.708 -2.484 0.09
H -1.246 3.575 -0.238 0.09
H -0.523 3.613 1.393 0.10
H 0.323 4.357 0.023 0.13
H 2.361 1.489 2.741 0.10
H 2.858 2.912 1.802 0.13
H 1.264 2.883 2.581 0.10
H 3.002 -1.322 0.172 0.09
H 3.989 0.140 0.353 0.13
H 3.029 -0.445 1.724 0.10
H 0.382 -1.183 -2.334 0.09
H 1.800 -0.301 -2.931 0.13
H 1.993 -1.515 -1.655 0.09
O -0.166 0.293 2.966 -0.11
H -0.729 0.866 3.518 0.05
H 0.118 -0.413 3.569 0.08
```

- calculated total energy (hartree) = -757.344375
- energy above the lowest of the compared OMol25 structures with the same formula, charge and spin (kJ/mol) = 0.0
- 2S+1 = 1
- net charge = +2
- HOMO energy (alpha / beta) (eV) = -15.571 / -15.583
- HOMO-LUMO gap (alpha / beta) (eV) = 6.6 / 6.6